No. 1
Entry from the OMol25 dataset: a structure of composition C5H11NO2 in a non-equilibrium geometry (ωB97M-V/def2-TZVPD).

Its LUMO energy is 0.473 eV. The value obtained for the frontier orbital gap is 9.61 eV. The spin multiplicity is 1. The highest occupied orbital energy is -9.1379 eV.

Cartesian coordinates (Å):
C1 -1.2836 1.4289 -0.0204
C2 -0.4973 0.1329 0.0137
C3 -0.0061 -0.5156 1.3730
C4 -1.0878 -0.5511 -0.9525
C5 2.9107 -0.1668 -0.5076
H1 -2.2676 1.4094 0.3638
H2 -1.3350 2.0412 -0.9119
H3 -0.8568 2.2644 0.4940
H4 -0.7503 -0.5093 2.3558
H5 1.2030 -0.1947 1.9678
H6 0.2708 -1.7930 0.7220
H7 -1.1078 -0.2482 -1.9615
H8 -0.1163 -1.3578 -1.2341
H9 -2.0412 -0.9768 0.6642
H10 3.7688 -0.9530 -0.3376
H11 3.0630 0.9689 -0.6010
N1 1.6790 -0.4963 -0.2842
O1 -2.3757 -1.0207 -0.5847
O2 0.8303 0.5373 -0.5590

Results of the natural (NBO) charge analysis, in e, for atoms 1 through 4: C -0.66; C 0.14; C -0.73; C -0.11

No. 2
Entry from the OMol25 dataset: a cluster of 3 separate species, C5H11NO2 in total in a non-equilibrium geometry (ωB97M-V/def2-TZVPD).

Its LUMO energy is -3.594 eV. The value obtained for the frontier orbital gap is 4.47 eV. The spin multiplicity is 1. The highest occupied orbital energy is -8.0687 eV.

Cartesian coordinates (Å):
O1 -2.9411 -0.4793 -1.1133
C1 -2.9658 -0.1085 0.0998
C2 -1.9183 0.5674 0.7221
C3 -0.7564 1.0944 -0.0780
C4 0.6764 0.8668 0.4877
C5 1.1551 -0.3266 0.9277
N1 2.4656 -0.7494 0.7807
H1 -3.8286 -0.3107 0.8002
H2 -1.6417 -2.8089 -1.1129
H3 -2.1971 1.1011 1.6220
H4 -0.9002 2.2301 -0.4173
H5 -0.9751 0.5546 -1.0226
H6 1.4610 1.4310 0.0265
H7 0.4521 -0.9209 1.4913
H8 3.2789 -0.0726 -0.5095
H9 2.4539 -1.7626 0.7654
H10 -1.2064 -2.2206 -1.2352
H11 3.9190 1.3403 -0.9722
O2 3.4689 0.5743 -1.2624

Results of the natural (NBO) charge analysis, in e, for atoms 1 through 4: O -0.55; C 0.28; C -0.25; C -0.55

No. 3
Entry from the OMol25 dataset: a structure of composition C5H11NO2 (ωB97M-V/def2-TZVPD).

Its LUMO energy is 0.633 eV. The value obtained for the frontier orbital gap is 7.43 eV. The spin multiplicity is 1. The highest occupied orbital energy is -6.7932 eV.

Cartesian coordinates (Å):
C1 -1.1165 -0.3710 -0.0982
C2 0.6737 0.8295 1.7496
C3 -1.5705 1.0100 0.0205
C4 -0.8482 -0.9921 -1.4400
N1 0.5806 -0.3095 0.8725
C5 1.6849 -0.4621 -0.0119
O1 1.8273 0.6164 -0.8002
O2 2.3727 -1.4482 -0.0585
H1 2.6181 0.4764 -1.3424
H2 0.5079 -1.1789 1.3883
H3 -1.6088 -1.0520 0.5950
H4 0.8158 0.5578 2.7864
H5 1.3002 1.6183 1.3663
H6 -1.7906 -1.2539 -1.9297
H7 -1.3681 1.6083 -0.8679
H8 -2.6127 1.1140 0.3182
H9 -0.8812 1.4538 0.9032
H10 -0.2684 -1.9162 -1.3560
H11 -0.3165 -0.3003 -2.0952

Results of the natural (NBO) charge analysis, in e, for atoms 1 through 4: C -0.03; C -0.60; C -0.72; C -0.66

No. 4
Entry from the OMol25 dataset: a structure of composition C5H11NO2 in a non-equilibrium geometry (ωB97M-V/def2-TZVPD).

Its LUMO energy is 0.308 eV. The value obtained for the frontier orbital gap is 8.52 eV. The spin multiplicity is 1. The highest occupied orbital energy is -8.2140 eV.

Cartesian coordinates (Å):
C1 0.6424 0.9791 0.1258
C2 -0.7395 -2.4786 -0.5694
C3 1.1875 0.5497 1.4508
C4 1.6051 1.6712 -0.7867
C5 -0.6784 0.8991 -0.2137
O1 -0.6405 -1.4192 0.3348
O2 -2.8187 0.1209 -0.1120
N1 -1.5481 0.0808 0.4110
H1 -3.3340 -0.3367 0.5702
H2 -1.0604 1.3962 -1.1003
H3 -0.0003 -2.3689 -1.3794
H4 -1.7470 -2.5605 -1.0078
H5 -0.4822 -3.4182 -0.0564
H6 0.4368 0.0626 2.0709
H7 2.0813 2.5174 -0.2809
H8 1.5521 1.4236 2.0049
H9 2.0213 -0.1409 1.3042
H10 1.1256 2.0502 -1.6917
H11 2.3970 0.9724 -1.0743

Results of the natural (NBO) charge analysis, in e, for atoms 1 through 4: C 0.12; C -0.27; C -0.65; C -0.64

No. 5
Entry from the OMol25 dataset: the molecule C5H11NO2 in a non-equilibrium geometry (ωB97M-V/def2-TZVPD).

Its LUMO energy is 0.832 eV. The value obtained for the frontier orbital gap is 10.57 eV. The spin multiplicity is 1. The highest occupied orbital energy is -9.7359 eV.

Cartesian coordinates (Å):
O1 2.2560 -2.4515 0.7935
C1 1.2006 -1.9553 0.5371
N1 1.1636 -0.5928 0.2240
C2 -0.0736 0.1497 0.6875
C3 -0.7121 0.9930 -0.4969
C4 -0.4575 0.3144 -1.8801
O2 -1.5989 -0.5750 -2.1006
C5 0.1577 1.0780 1.8630
H1 0.3064 -2.5876 0.2616
H2 1.9702 -0.0658 0.2296
H3 -0.9308 -0.5697 0.9513
H4 -0.5386 2.0231 -0.4188
H5 -1.8679 0.7427 -0.3245
H6 -0.4601 1.0964 -2.7406
H7 0.3483 -0.4222 -2.0288
H8 -1.2414 -1.4295 -2.0805
H9 1.1133 1.8193 1.7642
H10 0.1358 0.6388 2.8955
H11 -0.7709 1.7939 1.8636

Results of the natural (NBO) charge analysis, in e, for atoms 1 through 4: O -0.57; C 0.53; N -0.65; C -0.07

No. 6
Entry from the OMol25 dataset: the molecule C5H11NO2 in a non-equilibrium geometry (ωB97M-V/def2-TZVPD).

Its LUMO energy is 0.706 eV. The value obtained for the frontier orbital gap is 10.12 eV. The spin multiplicity is 1. The highest occupied orbital energy is -9.4115 eV.

Cartesian coordinates (Å):
C1 -0.4098 0.6765 -1.3452
C2 0.3413 0.2485 1.0284
C3 -1.7858 1.1495 -0.8907
C4 0.6066 -1.2692 -1.1585
C5 1.5396 -0.4581 1.6695
N1 0.4058 0.0981 -0.3990
O1 0.0651 1.0768 -2.4131
O2 -0.8040 -0.2490 1.6789
H1 -1.5715 0.2723 1.4391
H2 0.4200 1.3379 1.1875
H3 -2.2723 1.6178 -1.7307
H4 -2.3782 0.3062 -0.5595
H5 -1.7230 1.8821 -0.0949
H6 1.6163 -1.5662 -0.8996
H7 -0.0790 -2.0155 -0.7702
H8 0.5723 -1.2296 -2.2429
H9 1.3817 -1.5313 1.6503
H10 1.6117 -0.1284 2.7032
H11 2.4632 -0.2185 1.1473

Results of the natural (NBO) charge analysis, in e, for atoms 1 through 4: C 0.71; C 0.25; C -0.73; C -0.44

No. 7
Entry from the OMol25 dataset: a cluster of 2 separate species, C5H11NO2 in total in a non-equilibrium geometry (ωB97M-V/def2-TZVPD).

Its LUMO energy is -0.173 eV. The value obtained for the frontier orbital gap is 7.30 eV. The spin multiplicity is 1. The highest occupied orbital energy is -7.4772 eV.

Cartesian coordinates (Å):
C1 -0.3374 1.2997 -1.1990
C2 1.1215 -0.7509 -1.3566
C3 -0.1946 -0.1794 -0.8884
O1 -1.2452 -0.9618 -1.0271
H1 1.9678 -0.0984 -1.1350
H2 0.4652 1.8993 -0.7718
H3 -1.2964 1.6927 -0.8685
H4 -0.2924 1.3890 -2.2898
H5 1.2980 -1.7350 -0.9255
H6 1.0361 -0.8758 -2.4421
C4 -0.0912 -0.2133 1.2189
N1 0.4575 0.9708 1.7403
C5 -1.4671 -0.3295 0.9887
O2 0.6052 -1.3764 1.5885
H7 0.2714 -2.1134 1.0578
H8 1.4541 1.0183 1.5598
H9 0.3107 1.0523 2.7425
H10 -2.0066 -1.2555 1.1309
H11 -2.0567 0.5672 0.8763

Results of the natural (NBO) charge analysis, in e, for atoms 1 through 4: C -0.70; C -0.71; C 0.61; O -0.79

No. 8
Entry from the OMol25 dataset: the molecule C5H11NO2S in a non-equilibrium geometry (ωB97M-V/def2-TZVPD).

Its LUMO energy is 0.642 eV. The value obtained for the frontier orbital gap is 10.28 eV. The spin multiplicity is 1. The highest occupied orbital energy is -9.6408 eV.

Cartesian coordinates (Å):
C1 0.7497 -1.7923 -1.3301
C2 -0.2128 -0.7942 -0.2340
C3 -0.1960 0.4396 0.4518
C4 -1.4879 -1.5231 -0.1196
C5 -1.1686 0.7868 1.5520
N1 1.1855 2.3682 -0.9797
O1 1.1467 2.4260 1.6386
O2 2.4892 0.7382 0.4153
S1 1.2864 1.4800 0.5451
H1 1.7664 -1.2989 -1.4797
H2 0.8897 -2.6092 -0.7029
H3 0.0778 -1.8985 -2.1752
H4 -1.5607 -2.3631 -0.8316
H5 -2.3844 -0.9901 -0.2301
H6 -1.4556 -1.8681 0.9066
H7 -1.4246 -0.0222 2.1498
H8 -2.2917 1.2172 1.1203
H9 -0.7080 1.5782 2.1228
H10 2.2087 2.5933 -1.1654
H11 1.0902 1.5322 -1.6540

Results of the natural (NBO) charge analysis, in e, for atoms 1 through 4: C -0.60; C 0.15; C -0.37; C -0.69

No. 9
Entry from the OMol25 dataset: a cluster of 2 separate species, C5H11NO2Se in total in a non-equilibrium geometry (ωB97M-V/def2-TZVPD).

Its LUMO energy (alpha / beta) is 0.360 / 0.223 eV. The value obtained for the frontier orbital gap (alpha / beta) is 7.52 / 7.30 eV. The spin multiplicity is 1. The highest occupied orbital energy (alpha / beta) is -7.1607 / -7.0733 eV.

Cartesian coordinates (Å):
C1 -1.6424 -0.7140 0.4151
C2 1.1859 -1.4982 -0.7004
C3 1.9099 0.8540 0.2184
C4 -0.8937 0.2361 1.1994
C5 0.9615 -0.0929 -0.4200
N1 -1.2112 1.5294 1.0295
O1 -2.4934 -0.1308 -0.4986
O2 -1.5645 -1.9313 0.5360
Se1 0.1594 0.9625 -1.7725
H1 1.1211 -1.8387 -1.6346
H2 2.1714 -1.8839 -0.3696
H3 0.5152 -2.0797 -0.1516
H4 2.2510 0.3915 1.1781
H5 2.7780 1.0849 -0.3388
H6 1.3515 1.8475 0.4965
H7 -0.2371 -0.1985 1.9477
H8 -3.3525 -0.5129 -0.3352
H9 -1.4777 1.7744 0.1314
H10 -1.2431 2.2923 1.7106
H11 -0.2894 -0.0918 -2.6414

Results of the natural (NBO) charge analysis, in e, for atoms 1 through 4: C 0.68; C -0.72; C -0.69; C -0.09

No. 10
Entry from the OMol25 dataset: the molecule C5H11NO3 in a non-equilibrium geometry (ωB97M-V/def2-TZVPD).

Its LUMO energy is 0.553 eV. The value obtained for the frontier orbital gap is 8.49 eV. The spin multiplicity is 1. The highest occupied orbital energy is -7.9417 eV.

Cartesian coordinates (Å):
C1 1.0672 1.6127 0.0161
C2 -0.6411 0.0820 1.1192
C3 -0.3053 0.9487 -0.0819
O1 -1.9444 0.1533 1.5797
O2 0.2296 0.0760 2.1775
H1 -0.2632 -0.3443 2.9008
H2 -2.4988 0.4474 0.8423
H3 -1.0622 1.7318 -0.1957
H4 1.0706 2.3704 0.8055
H5 1.3182 2.0875 -0.9361
H6 1.8539 0.8872 0.2329
N1 0.4315 -2.4373 0.2905
C4 -0.4745 0.0092 -1.3572
C5 0.4727 -0.1758 -2.3043
O3 -0.5191 -1.3595 0.2509
H7 -0.0917 -3.1934 0.7313
H8 1.1326 -2.1570 0.9789
H9 -1.5105 -0.1355 -1.6635
H10 0.2026 -0.5250 -3.2939
H11 1.5319 -0.0785 -2.0930

Results of the natural (NBO) charge analysis, in e, for atoms 1 through 4: C -0.61; C 0.79; C -0.32; O -0.69

No. 11
Entry from the OMol25 dataset: the molecule C5H11NO4 in a non-equilibrium geometry (ωB97M-V/def2-TZVPD).

Its LUMO energy is 0.563 eV. The value obtained for the frontier orbital gap is 11.19 eV. The spin multiplicity is 1. The highest occupied orbital energy is -10.6217 eV.

Cartesian coordinates (Å):
C1 1.3553 -0.9919 0.8501
C2 1.6873 0.4907 -1.0662
C3 0.4869 1.3165 0.9280
C4 -1.6155 -0.5602 0.0356
C5 0.7674 0.1536 0.0435
N1 -2.7279 0.2862 -0.7344
O1 -2.9187 1.4232 -0.4020
O2 -3.3138 -0.2954 -1.6133
O3 -1.9681 -1.9024 -0.0107
O4 -0.4510 -0.3359 -0.6717
H1 0.9579 -1.0428 1.8906
H2 1.3373 -1.8963 0.2117
H3 2.3189 -0.5703 1.2604
H4 1.1005 1.0444 -1.8364
H5 2.1644 -0.3668 -1.6099
H6 2.6549 0.9725 -0.6671
H7 0.1602 2.1625 0.2665
H8 -0.1385 0.9862 1.7944
H9 1.5208 1.7472 1.0481
H10 -1.3919 -0.3308 1.1155
H11 -1.9864 -2.2904 -0.8326

Results of the natural (NBO) charge analysis, in e, for atoms 1 through 4: C -0.66; C -0.64; C -0.67; C 0.45

No. 12
Entry from the OMol25 dataset: the ion C5H11NO4P with charge -1 in a non-equilibrium geometry (ωB97M-V/def2-TZVPD).

Its LUMO energy is 3.394 eV. The value obtained for the frontier orbital gap is 8.23 eV. As for the net charge: -1. The spin multiplicity is 1. The highest occupied orbital energy is -4.8378 eV.

Cartesian coordinates (Å):
C1 0.9391 1.2316 0.6533
C2 -1.2150 1.6131 -1.2724
C3 1.2445 -1.4513 -1.4240
C4 -1.0789 0.3384 -0.3047
C5 0.8061 -1.2234 0.0291
N1 0.1871 0.1591 0.3448
O1 -1.3739 0.8072 2.4682
O2 0.6333 -0.6988 3.0247
O3 2.1258 1.2689 0.6835
O4 -1.3916 -1.6271 1.7095
P1 -0.6174 -0.4531 2.2816
H1 0.2917 2.2136 0.7470
H2 -2.0943 1.4037 -1.8073
H3 -1.1940 2.5874 -0.7196
H4 -0.2359 1.7372 -1.8237
H5 1.6544 -2.4289 -1.4619
H6 0.5111 -1.6424 -2.3099
H7 1.8843 -0.6903 -1.8436
H8 -1.2470 -0.5951 -0.7904
H9 -1.6503 0.6252 0.6093
H10 1.6606 -1.2134 0.7170
H11 0.1602 -1.9617 0.4896

Results of the natural (NBO) charge analysis, in e, for atoms 1 through 4: C 0.59; C -0.64; C -0.64; C -0.26

No. 13
Entry from the OMol25 dataset: a structure of composition C5H11NOS in a non-equilibrium geometry (ωB97M-V/def2-TZVPD).

Its LUMO energy is -2.808 eV. The value obtained for the frontier orbital gap is 5.50 eV. The spin multiplicity is 1. The highest occupied orbital energy is -8.3052 eV.

Cartesian coordinates (Å):
O1 1.2097 0.5080 1.3949
C1 0.3516 -0.3397 0.8706
N1 0.6448 -1.1709 -0.0567
C2 1.8604 -1.1600 -0.8803
C3 2.0929 0.2005 -1.5539
C4 3.0306 1.0948 -0.7836
S1 -3.9348 0.5940 0.5855
C5 -0.9991 -0.2993 1.3808
H1 0.3085 -1.1118 -5.9944
H2 2.7870 -1.5202 -0.2403
H3 1.6973 -1.9729 -1.6362
H4 1.4623 0.4592 -2.4085
H5 1.8171 1.1469 -0.7678
H6 3.2929 0.7341 0.1737
H7 3.7599 1.7249 -1.2999
H8 0.1576 -1.2490 -6.6751
H9 -1.9095 0.0760 0.7818
H10 -1.4667 -1.2171 1.7045
H11 -1.1598 0.5812 2.0307

Results of the Löwdin charge analysis, in e, for atoms 1 through 4: O -0.11; C -0.63; N 0.03; C -0.23

We obtain relative energy (zero: lowest compared OMol25 entry of this formula, charge and spin) values of 247.4 183.2 88.3 138.2 60.2 43.0 103.4 87.5 48.5 112.7 123.1 44.5 263.3 kcal per mole for the records listed above, in that order.